No. 1
The following is a quantum chemistry calculation of C21H22ClN4O5Re as an isolated structure, from the Open Molecules 2025 dataset.

The geometry in XYZ format:
```
54
Properties=species:S:1:pos:R:3:forces:R:3:mulliken_charge:R:1
Re 0.0874 0.5875 0.2854 0.547 -0.881 -1.059 0.8838
O -3.1819 1.6960 2.4193 0.036 -0.096 0.026 -0.6429
C -2.2069 1.1301 1.9945 0.168 0.164 -0.186 0.0649
N -1.6076 1.3759 0.7679 -0.616 0.309 0.513 0.6710
C -2.1689 2.4391 -0.0392 0.115 0.099 -0.163 -0.8924
C -1.6803 2.2229 -1.4392 -0.097 0.057 0.249 0.7366
C -2.2165 2.8658 -2.5419 0.046 -0.042 0.020 -0.9854
C -1.7238 2.5707 -3.7977 0.005 -0.014 0.035 -0.2902
C -0.7162 1.6209 -3.9230 -0.006 -0.011 0.043 -1.0295
C -0.2347 1.0175 -2.7869 0.106 -0.012 -0.031 -0.0060
N -0.6784 1.3321 -1.5575 -0.059 0.004 -0.202 0.3455
C -1.4968 0.0142 2.6932 -0.168 0.112 0.033 0.6980
C -1.9806 -0.5247 3.8665 0.086 -0.012 -0.069 -0.8129
C -1.3456 -1.6419 4.3872 0.005 0.058 -0.064 -0.3727
C -0.2786 -2.1849 3.6875 0.003 -0.004 -0.003 -1.0090
C 0.1450 -1.5862 2.5177 0.087 -0.061 0.062 0.2776
N -0.4257 -0.4753 2.0395 -0.123 -0.057 0.327 -0.0098
H -1.8025 3.4091 0.3223 -0.075 -0.012 0.002 0.3551
H -3.2585 2.4513 0.0224 0.026 -0.024 -0.035 0.6637
H -3.0193 3.5749 -2.4039 -0.026 0.028 0.010 0.5279
H -2.1324 3.0543 -4.6737 -0.006 0.023 -0.017 0.4416
H -0.3187 1.3428 -4.8870 0.010 -0.012 -0.025 0.4722
H 0.5227 0.2526 -2.8356 -0.008 -0.009 -0.014 0.2256
H -2.8451 -0.0662 4.3249 -0.007 0.004 0.007 0.5608
H -1.6900 -2.0951 5.3062 -0.004 -0.004 0.014 0.4631
H 0.2295 -3.0724 4.0355 -0.004 -0.006 0.005 0.4683
H 0.9560 -2.0032 1.9445 -0.034 0.002 0.017 0.1625
O 0.3324 3.2575 2.2607 0.008 0.026 0.006 -0.6855
Cl 1.1809 2.5832 1.3157 0.110 0.423 0.485 1.5840
O 2.5721 2.6336 1.7467 -0.044 -0.054 -0.027 -0.7951
O 1.0602 3.1786 -0.0255 -0.117 -0.102 -0.025 -0.5477
O 2.4411 -0.0642 1.9603 0.054 -0.086 -0.042 -0.5017
C 2.8808 -0.6777 0.7917 -0.014 0.075 0.089 -1.0682
N 2.1930 -0.1113 -0.4092 0.078 -0.103 0.087 0.2967
C 3.0471 0.9548 -0.9984 -0.023 0.046 0.078 -1.2421
C 2.0668 -1.2156 -1.4067 0.038 0.081 -0.019 -1.8728
C 0.7749 -1.9548 -1.2114 0.015 0.080 0.046 0.9899
C 0.5987 -3.2398 -1.7097 -0.011 -0.008 -0.014 -0.7697
C -0.6264 -3.8736 -1.5836 -0.024 -0.006 0.000 -0.6963
C -1.6757 -3.2219 -0.9509 -0.035 0.031 0.006 -0.8685
C -1.4968 -1.9480 -0.4307 0.086 -0.111 -0.078 -0.7272
C -0.2670 -1.2928 -0.5499 -0.057 0.048 0.027 0.2217
H 3.9655 -0.5958 0.6663 -0.049 -0.004 -0.056 0.3782
H 2.6110 -1.7324 0.8523 0.011 0.030 0.002 0.5446
H 2.8759 0.7964 2.0924 0.013 0.055 -0.030 0.4415
H 3.9685 0.5077 -1.3787 0.009 0.027 -0.021 0.4247
H 3.2867 1.7012 -0.2454 0.028 -0.030 -0.053 0.4850
H 2.5149 1.4445 -1.8107 -0.006 0.015 -0.013 0.2974
H 2.9446 -1.8664 -1.3316 -0.043 -0.039 0.009 0.5740
H 2.1333 -0.7742 -2.4043 -0.075 -0.008 0.032 0.7143
H 1.4184 -3.7487 -2.2023 0.039 0.005 -0.016 0.5041
H -0.7640 -4.8706 -1.9779 0.006 -0.024 0.001 0.4176
H -2.6367 -3.7092 -0.8538 -0.013 -0.013 -0.007 0.4567
H -2.3322 -1.4686 0.0654 0.004 0.045 0.037 0.4770
```
Positions in Å, forces in eV/Å.

The calculation puts the HOMO-LUMO gap (alpha / beta) at 6.75 / 6.82 eV. For the relative energy (zero: lowest compared OMol25 entry of this formula, charge and spin), the calculation gives 0.132 eV. The net charge is +1. The total energy comes out at -1946.7094 Eh. The spin multiplicity is 2. As for the LUMO energy (alpha / beta): -0.1776 / -0.1659 Eh. The value obtained for the maximum force is 0.0288 Eh/bohr.

***

No. 2
The following is a quantum chemistry calculation of a 2-piece molecular cluster, C21H22F3INO3S overall, from the Open Molecules 2025 dataset.

The geometry in XYZ format:
```
52
Properties=species:S:1:pos:R:3:forces:R:3:mulliken_charge:R:1
C -3.7882 -2.0762 4.4883 0.104 -0.465 0.115 -2.0813
C -3.5696 -0.6142 4.1345 0.393 -0.154 -0.096 2.1991
C -4.4566 0.2828 4.9721 0.090 0.078 0.274 -1.0471
C -2.1047 -0.2089 3.9985 0.489 0.814 1.149 0.4890
C -1.5226 1.0886 4.0845 0.301 -0.521 -0.109 -0.1128
I -1.8956 2.7145 5.4245 -0.168 -0.436 -0.165 -0.0262
C -0.4549 1.4263 3.2426 0.024 -0.117 -0.102 -0.6665
C -0.1221 0.5934 2.1778 -0.436 0.150 -0.074 -0.5260
C -0.5185 -0.7428 2.2807 0.073 -0.305 0.140 -0.3566
C -1.3235 -1.1524 3.3241 0.053 0.081 -0.524 -1.1056
O -4.0194 -0.5948 2.7237 -0.003 1.649 -0.872 -0.4996
S -3.7130 0.8639 1.8990 -1.171 -1.112 0.596 -0.0241
C -5.3189 1.7167 2.2144 -0.374 -0.476 0.280 0.6241
F -5.2718 2.6053 3.2657 -0.313 -0.740 -1.304 -0.2011
F -5.7026 2.3994 1.1076 0.277 -0.231 0.897 -0.2196
F -6.2976 0.7912 2.4970 0.753 1.290 -0.348 -0.2158
H -3.4765 -2.2605 5.5168 -0.108 0.068 0.074 0.4164
H -4.8404 -2.3428 4.3696 -0.026 0.217 0.142 0.4706
H -3.2344 -2.7732 3.8599 -0.050 0.235 -0.072 0.4403
H -4.7527 -0.2829 5.8628 -0.030 0.351 -0.032 0.3506
H -3.9104 1.1823 5.2648 -0.527 -0.261 0.055 -0.1244
H -5.3488 0.5746 4.4110 0.233 -0.298 0.457 0.3262
H 0.1166 2.3331 3.4236 -0.385 0.051 -0.345 0.3705
H 0.4157 0.9956 1.3103 0.107 -0.333 0.713 0.4202
H -0.1988 -1.5138 1.5859 0.005 0.384 0.273 0.5893
H -1.4036 -2.2160 3.5471 -0.486 0.288 -0.502 0.4441
C 1.7071 -5.4776 2.2714 -0.337 -0.099 0.094 -1.1526
C 2.3563 -4.1836 2.6948 -0.147 0.494 -0.569 -0.2311
O 1.8554 -3.1627 1.7914 0.113 -1.028 0.337 -0.2621
C 2.3562 -1.9334 2.0248 0.024 2.775 -0.745 0.3991
C 1.9131 -0.8794 1.0480 0.800 -2.006 -0.537 -0.8461
N 2.6972 0.1296 0.9411 1.433 0.904 0.970 0.0264
C 2.8924 1.2620 0.3490 -1.128 -0.264 -0.516 -0.7525
C 4.0953 2.0155 0.6216 -0.153 -0.131 0.010 0.9144
C 4.3676 3.2114 -0.0715 0.102 -0.283 0.468 -0.6557
C 5.5393 3.9035 0.1805 0.386 -0.416 0.358 -0.4541
C 6.4553 3.3915 1.1190 0.253 0.190 -0.099 -0.3720
C 6.1881 2.2056 1.8300 -0.383 0.288 -0.661 -0.5249
C 5.0101 1.5102 1.5648 0.666 0.511 0.209 -0.3581
O 3.0760 -1.6676 2.9755 -0.094 -0.911 -0.101 -0.6978
H 2.0783 -6.2946 2.8919 -0.030 -0.050 0.015 0.3953
H 0.6306 -5.3847 2.4285 -0.036 -0.211 -0.132 0.2684
H 1.8923 -5.7358 1.2150 0.009 0.292 0.418 0.2677
H 2.1104 -3.8629 3.7180 0.165 -0.361 -0.233 0.2988
H 3.4422 -4.2696 2.5908 -0.074 0.301 0.120 0.2993
H 1.1757 -1.1132 0.2709 -0.133 -0.197 0.147 0.6211
H 2.1796 1.6890 -0.3848 0.208 -0.150 -0.084 0.1564
H 3.6414 3.5655 -0.7963 0.054 0.034 0.007 0.3191
H 5.7583 4.8195 -0.3706 0.041 -0.194 0.184 0.3259
H 7.4147 3.8979 1.2474 -0.284 -0.053 0.111 0.3102
H 6.9085 1.8173 2.5559 -0.211 0.161 -0.247 0.3490
H 4.7776 0.5774 2.0747 -0.066 0.196 -0.139 0.4223
```
Positions in Å, forces in eV/Å.

The calculation puts the HOMO-LUMO gap at 4.72 eV. For the relative energy (zero: lowest compared OMol25 entry of this formula, charge and spin), the calculation gives 0.000 eV. The net charge is -1. The total energy comes out at -2089.3013 Eh. As for the LUMO energy: 0.0765 Eh. The value obtained for the maximum force is 0.0559 Eh/bohr.

***

No. 3
The following is a quantum chemistry calculation of one molecule with the formula C21H22N2O3S, from the Open Molecules 2025 dataset.

The geometry in XYZ format:
```
49
Properties=species:S:1:pos:R:3:forces:R:3:mulliken_charge:R:1
C 4.2522 -1.8216 0.5328 -0.080 0.037 -0.121 -1.6802
C 3.5617 -1.6606 -0.7897 0.029 -0.018 0.021 1.2229
C 4.0407 -2.2810 -1.9264 -0.154 0.114 0.054 -0.6750
C 3.4042 -2.1405 -3.1578 0.000 -0.038 -0.165 -0.8061
C 2.2703 -1.3723 -3.2647 0.046 0.009 0.171 -1.0788
C 1.7501 -0.7262 -2.1375 0.373 -0.226 0.233 1.1211
C 2.4032 -0.8722 -0.9000 0.046 -0.223 -0.784 -0.5247
N 1.8766 -0.2284 0.1862 0.218 -0.079 0.431 0.2639
C 0.7347 0.5348 0.2055 0.279 -0.183 -0.099 -0.1571
O 0.3702 1.0402 1.2561 -0.093 -0.139 0.110 -0.7797
C 0.0624 0.6696 -1.0801 -0.030 0.098 -0.540 1.5351
C 0.5639 0.0664 -2.1786 -0.189 0.396 0.434 -0.5701
H 0.0585 0.1630 -3.1300 -0.131 0.029 -0.077 0.4098
C -1.2009 1.4850 -1.1099 0.232 0.184 -0.053 -2.0875
N -2.1805 1.0312 -0.1509 -0.043 -0.177 -0.125 0.4563
C -2.6975 1.7816 0.8603 -0.248 -0.075 -0.028 1.1060
O -3.6501 1.3852 1.5142 -0.068 -0.040 0.112 -0.6405
C -2.1546 3.1284 1.1348 0.402 0.456 0.245 -0.1027
C -2.9628 4.1971 1.4135 0.063 -0.370 -0.191 -0.7496
C -2.2508 5.3679 1.7352 0.117 0.181 0.041 -0.5208
C -0.9073 5.1684 1.7218 0.089 -0.373 -0.163 -0.4966
S -0.4845 3.5531 1.3187 -0.396 0.747 0.253 0.1037
H -0.1309 5.8746 1.9414 0.146 0.179 0.067 0.4216
H -2.7193 6.3064 1.9720 -0.049 0.166 0.053 0.4176
H -4.0351 4.1301 1.3771 -0.188 -0.085 0.026 0.4749
C -2.8226 -0.2388 -0.4156 -0.131 -0.476 0.195 -1.8025
H -2.8166 -0.4186 -1.4936 -0.046 0.043 -0.004 0.4141
H -3.8539 -0.1537 -0.0593 0.141 -0.080 -0.172 0.5896
C -2.2053 -1.4622 0.2696 -0.405 0.143 0.182 0.2324
C -1.8180 -1.2902 1.7452 -0.076 0.046 -0.169 -0.4144
H -2.6591 -1.4955 2.4019 -0.045 0.011 0.032 0.6548
C -0.6531 -2.2756 1.9222 0.044 -0.036 -0.155 -0.7162
H 0.2211 -1.7658 2.3232 0.029 0.004 0.057 0.2286
C -0.3930 -2.7841 0.4913 0.138 -0.400 0.225 -0.4099
H -0.8439 -3.7795 0.3559 0.077 0.069 -0.009 0.3930
O -1.0097 -1.8664 -0.3810 -0.080 0.224 -0.109 -0.3752
H 0.6629 -2.8404 0.2224 -0.025 -0.050 0.017 0.1691
H -0.9059 -3.0999 2.5868 0.051 -0.013 0.034 0.3563
H -1.4801 -0.2718 1.9250 -0.060 -0.064 0.015 -0.1089
H -2.9386 -2.2841 0.1783 0.057 0.107 -0.019 0.5691
H -0.9605 2.5294 -0.8971 -0.123 -0.174 -0.172 0.5587
H -1.6373 1.4304 -2.1162 0.100 0.054 0.084 0.3831
H 2.3410 -0.3274 1.0806 -0.146 0.092 -0.084 0.2870
H 1.7663 -1.2596 -4.2126 -0.065 0.014 -0.109 0.4637
H 3.8074 -2.6409 -4.0248 0.019 -0.036 -0.085 0.3938
H 4.9297 -2.8908 -1.8581 0.089 -0.052 0.048 0.3772
H 4.5870 -0.8576 0.9171 0.052 0.046 0.114 0.3834
H 3.5856 -2.2734 1.2684 -0.005 -0.026 0.132 0.3382
H 5.1224 -2.4637 0.4266 0.039 -0.017 0.047 0.3716
```
Positions in Å, forces in eV/Å.

The calculation puts the HOMO-LUMO gap at 8.64 eV. For the relative energy (zero: lowest compared OMol25 entry of this formula, charge and spin), the calculation gives 0.034 eV. The total energy comes out at -1546.8922 Eh. As for the LUMO energy: 0.0075 Eh. The value obtained for the maximum force is 0.0172 Eh/bohr.